No. 1
Formula: Ca2H20NO13
Source: the Open Molecules 2025 dataset
Level of theory: ωB97M-V/def2-TZVPD

Properties
Highest occupied orbital energy ... -0.497 hartree
Charge ... +3
Kohn-Sham gap ... 0.07687 hartree

```
36
Ca2H20NO13, DFT ωB97M-V/def2-TZVPD
Ca -5.511 -3.728 -1.615
Ca -15.882 3.141 -1.329
N -9.729 0.714 -3.215
O -10.702 1.036 -2.533
O -8.770 0.200 -2.664
O -9.692 0.977 -4.424
O -8.782 4.866 -9.243
H -8.557 4.076 -8.751
H -8.023 5.022 -9.806
O -5.744 -3.381 -5.948
H -5.400 -4.120 -6.449
H -5.418 -2.607 -6.407
O -15.781 -1.274 -0.507
H -15.855 -1.862 -1.258
H -15.515 -1.841 0.217
O -3.751 -0.420 0.619
H -2.982 -0.271 1.169
H -4.450 0.077 1.044
O -12.530 6.539 -0.689
H -12.397 7.342 -0.184
H -11.647 6.251 -0.919
O -14.598 3.407 -5.590
H -14.377 4.172 -6.121
H -13.873 2.799 -5.732
O -7.333 5.619 -0.978
H -6.381 5.706 -0.947
H -7.508 4.757 -0.600
O -4.084 1.077 -6.617
H -4.856 1.314 -6.103
H -3.343 1.281 -6.046
O -9.374 -3.661 -8.743
H -9.370 -3.231 -7.888
H -9.142 -4.570 -8.556
O -9.732 -5.339 -2.174
H -10.097 -6.113 -1.745
H -10.474 -4.951 -2.639
```

=====

No. 2
Formula: CaH14NO10
Source: the Open Molecules 2025 dataset
Level of theory: ωB97M-V/def2-TZVPD

Properties
Highest occupied orbital energy ... -0.326 hartree
Charge ... +1
Kohn-Sham gap ... 0.14399 hartree
ΔE to the lowest compared entry with this formula, charge and spin ... 145.4 kcal/mol

```
26
CaH14NO10, DFT ωB97M-V/def2-TZVPD
Ca 0.160 0.333 0.224
N -1.365 -3.268 -2.912
O -0.562 -3.479 -3.867
O -2.567 -3.497 -2.969
O -0.934 -2.785 -1.894
O -0.317 1.861 3.156
H -0.978 2.526 3.348
H 0.385 2.032 3.783
O -3.205 0.170 -0.143
H -3.739 -0.309 0.491
H -3.837 0.521 -0.771
O -0.685 3.249 -1.025
H -0.524 4.126 -0.678
H -1.319 3.381 -1.729
O 2.933 2.202 0.782
H 3.494 2.587 1.455
H 3.374 2.406 -0.043
O 2.655 -1.787 1.054
H 2.775 -2.716 1.249
H 3.313 -1.343 1.589
O 1.732 0.248 -2.799
H 2.654 0.481 -2.907
H 1.321 0.512 -3.622
O -1.512 -2.126 2.606
H -2.186 -2.737 2.308
H -1.066 -2.588 3.316
```

=====

No. 3
Formula: CaH49O25
Source: the Open Molecules 2025 dataset
Level of theory: ωB97M-V/def2-TZVPD

Properties
Highest occupied orbital energy ... -0.455 hartree
Charge ... +1
Kohn-Sham gap ... 0.37572 hartree

```
75
CaH49O25, DFT ωB97M-V/def2-TZVPD
Ca -0.711 -1.627 0.908
O 0.639 0.090 0.937
H 0.655 0.159 1.871
O 2.230 2.089 3.504
H 2.563 1.726 2.697
H 2.654 2.893 3.763
O -6.091 -0.217 1.876
H -6.592 -0.782 2.509
H -5.156 -0.500 2.160
O 3.478 -2.977 -1.207
H 3.937 -3.714 -1.570
H 3.462 -2.241 -1.893
O -2.687 -2.966 1.361
H -3.126 -3.198 2.188
H -3.400 -2.990 0.722
O -4.723 0.231 -2.265
H -5.593 -0.067 -2.562
H -4.848 0.813 -1.527
O -0.462 -2.237 3.158
H 0.093 -3.028 3.389
H 0.037 -1.572 3.747
O 0.848 -0.200 4.480
H 1.353 0.636 4.090
H 0.716 -0.113 5.501
O 0.466 -3.026 -1.180
H 0.488 -2.555 -2.024
H 1.239 -3.571 -1.178
O -0.602 2.759 2.773
H 0.259 2.633 3.136
H -1.070 2.074 3.301
O -1.351 6.193 -0.802
H -1.265 6.827 -1.564
H -1.705 6.686 -0.081
O -2.104 -0.162 2.051
H -2.825 0.372 1.607
H -2.296 -0.250 2.961
O 3.198 -2.895 1.822
H 3.494 -2.399 2.520
H 3.588 -2.639 0.954
O -4.614 -2.801 -0.926
H -4.797 -1.925 -1.385
H -5.040 -3.508 -1.421
O 0.005 1.397 -1.049
H -0.429 2.317 -0.885
H 0.239 1.034 -0.142
O -1.507 -0.570 -1.291
H -1.870 -0.841 -2.178
H -0.880 0.243 -1.368
O 0.760 -4.121 1.474
H 0.710 -4.693 0.649
H 1.691 -3.953 1.601
O -3.439 1.173 0.411
H -3.226 2.103 0.181
H -2.803 0.677 -0.200
O 2.858 -0.036 -5.130
H 2.542 -0.058 -6.003
H 2.424 0.766 -4.792
O 1.012 -2.232 -4.020
H 1.738 -2.750 -4.386
H 1.292 -1.392 -4.391
O 4.649 2.946 -0.769
H 5.516 2.836 -0.338
H 4.497 3.879 -1.081
O 3.165 1.155 1.080
H 2.409 0.637 1.268
H 2.894 1.493 0.214
O 4.086 -0.909 -2.695
H 3.755 -0.585 -3.537
H 3.847 -0.156 -2.123
O -1.985 3.516 -0.227
H -2.044 4.393 -0.541
H -1.514 3.642 0.613
O 1.795 1.880 -3.278
H 2.432 2.400 -2.797
H 1.045 1.788 -2.667
```